# 1
This record from the OMol25 dataset describes a structure of composition C3H2CrO2. The level of theory is the ωB97M-V functional and the def2-TZVPD basis.

ORCA input file:
```
! wB97M-V def2-TZVPD RIJCOSX def2/J DEFGRID3
* xyz 1 4
O -0.07944 -0.06842 -1.24399
C 0.90198 0.21337 -0.35853
C 0.43834 0.27188 0.90759
O -0.94720 0.08907 0.98172
C -1.56321 -0.07818 -0.17593
Cr -1.31140 -2.14745 -1.12180
H 1.71142 0.85710 -0.70974
H 0.84951 0.86263 1.72068
*
```

Output
Highest occupied orbital energy (alpha / beta) ... -13.9 / -12.1 eV
Orbital gap (alpha / beta) ... 7.95 / 6.02 eV
Calculated total energy ... -35645.18129 eV

---

# 2
This record from the OMol25 dataset describes a structure of composition C30H42N4OP2Pt. The level of theory is the ωB97M-V functional and the def2-TZVPD basis.

ORCA input file:
```
! wB97M-V def2-TZVPD RIJCOSX def2/J DEFGRID3
* xyz 0 3
Pt 3.57594 1.25434 0.47345
C 0.35506 1.43018 4.31363
C 0.50392 0.42463 3.45808
C -0.44655 -0.27241 2.52619
C -0.76612 0.38567 1.16042
C -0.72011 1.87287 0.96258
C -0.98539 2.81890 1.86073
C -1.65172 2.55695 3.17175
C -0.66224 2.56374 4.35005
C 2.87385 2.94503 -0.24660
H 0.99626 1.39886 5.21816
H 1.53027 0.03966 3.34640
H -1.38802 -0.60963 2.97487
H 0.09550 -1.18989 2.24236
H -0.07310 -0.05471 0.41154
H -1.76834 0.03762 0.84260
H -0.26896 2.16125 0.00203
H -0.68812 3.86214 1.66035
H -2.20775 1.60789 3.17642
H -2.34984 3.38643 3.33165
H -0.08170 3.50977 4.36518
H -1.23799 2.56131 5.29557
H 1.94429 3.00393 0.32228
H 2.74196 2.47024 -1.23158
H 3.41171 3.89325 -0.23230
P -0.46686 0.57170 -2.32282
P 0.24382 -2.57859 -0.11177
N -2.06792 1.36518 -2.54082
N -0.26488 0.36566 -4.08535
N -1.45394 -3.08679 0.32767
N 0.74819 -4.26803 -0.34429
C -1.22082 -1.08251 -2.00961
C -0.15159 -2.17888 -1.86252
C -2.18165 2.76175 -2.52157
C -3.50492 3.10824 -2.79363
C -4.23009 1.89639 -3.00657
C -3.32728 0.85119 -2.85741
C 0.82862 0.80797 -4.83455
C 0.58444 0.56994 -6.18101
C -0.71068 -0.03226 -6.28124
C -1.20294 -0.15947 -4.98897
C -1.95961 -3.00217 1.63549
C -3.24510 -3.52391 1.66917
C -3.57971 -3.90630 0.33033
C -2.46999 -3.64086 -0.46216
C 0.06166 -5.48973 -0.24420
C 0.85521 -6.50353 -0.77171
C 2.08118 -5.89608 -1.20306
C 1.99140 -4.54119 -0.94011
H -1.90041 -1.37963 -2.81782
H -1.84514 -1.00107 -1.11046
H -0.49767 -3.08993 -2.37600
H 0.79401 -1.86637 -2.34640
H -1.31215 3.36114 -2.31555
H -3.89538 4.11373 -2.84245
H -5.28038 1.79922 -3.25110
H -3.49674 -0.21233 -2.97235
H 1.66535 1.26138 -4.33134
H 1.23492 0.81330 -7.00902
H -1.23646 -0.31044 -7.18690
H -2.14551 -0.56788 -4.64824
H -1.33896 -2.63555 2.44466
H -3.85275 -3.66115 2.55736
H -4.51663 -4.34144 0.00858
H -2.31524 -3.87745 -1.49792
H -0.92183 -5.54191 0.19409
H 0.58686 -7.54421 -0.84939
H 2.92335 -6.40171 -1.65858
H 2.68810 -3.73439 -1.11352
C 3.51424 2.53785 4.31765
C 3.90141 2.56606 2.83624
C 5.24868 3.18715 2.52560
O 3.76074 1.22623 2.38979
H 4.00357 1.70106 4.82439
H 2.43893 2.42122 4.41679
H 3.76890 3.44009 4.87229
H 3.17934 3.15306 2.24292
H 6.09841 2.56957 2.82976
H 5.34423 3.40124 1.45906
H 5.31485 4.14743 3.05278
*
```

Output
Highest occupied orbital energy (alpha / beta) ... -7.8 / -8.2 eV
Orbital gap (alpha / beta) ... 7.64 / 6.60 eV
Calculated total energy ... -61616.58602 eV

---

# 3
This record from the OMol25 dataset describes the molecule C4H6N2. The level of theory is the ωB97M-V functional and the def2-TZVPD basis.

ORCA input file:
```
! wB97M-V def2-TZVPD RIJCOSX def2/J DEFGRID3
* xyz 0 1
C -0.80760 -0.16751 -1.28993
C 0.41472 -0.65039 1.43054
C -0.37779 0.87007 -0.34646
C 0.81420 0.37709 0.48273
N -1.15373 -1.16176 -0.54139
N -1.20311 -1.64352 0.51627
H -0.46200 -0.36736 -2.38301
H 1.10827 -1.46286 1.72626
H 0.02750 1.81564 -0.74126
H -1.13979 1.06508 0.40685
H 1.08257 1.26578 0.94662
H 1.69677 0.05973 -0.20722
*
```

Output
Highest occupied orbital energy (alpha / beta) ... -8.0 / -7.5 eV
Orbital gap (alpha / beta) ... 7.66 / 7.31 eV
Calculated total energy ... -7218.83662 eV

---

# 4
This record from the OMol25 dataset describes a cluster of 2 separate species, C2H5ClN2O in total. The level of theory is the ωB97M-V functional and the def2-TZVPD basis.

ORCA input file:
```
! wB97M-V def2-TZVPD RIJCOSX def2/J DEFGRID3
* xyz 0 1
C -0.91402 -0.04936 -0.23380
C 1.24109 -0.04740 0.05285
N -1.12298 -1.25593 -0.21286
N -3.02825 1.02837 0.03348
O 0.02950 0.72146 0.05338
Cl -3.90353 -0.40335 0.07874
H 1.76885 0.08978 1.03670
H 1.76046 0.25446 -0.75728
H 0.95974 -1.15184 0.05726
H -2.08773 -1.54356 -0.01489
H -3.05860 1.23768 -0.92075
*
```

Output
Highest occupied orbital energy (alpha / beta) ... -8.5 / -8.6 eV
Orbital gap (alpha / beta) ... 8.29 / 8.35 eV
Calculated total energy ... -19700.12543 eV

---

# 5
This record from the OMol25 dataset describes the molecule C7H11Br2. The level of theory is the ωB97M-V functional and the def2-TZVPD basis.

ORCA input file:
```
! wB97M-V def2-TZVPD RIJCOSX def2/J DEFGRID3
* xyz 0 2
Br 1.12832 0.06481 2.79327
Br 2.94167 -0.04927 0.89183
C 2.26492 -0.12019 -0.94785
C 0.80710 -0.16674 -0.71394
C 0.21251 -1.29486 -0.28433
C -1.12096 -1.31839 0.31736
C -1.92388 0.01158 0.16534
C -1.07645 1.19663 0.36269
C 0.17274 1.17192 -0.56984
H 2.64245 0.76532 -1.48258
H 2.71717 -1.06706 -1.26717
H 0.74737 -2.22690 -0.31819
H -1.65593 -2.14854 -0.17432
H -1.03593 -1.58052 1.38878
H -2.37941 -0.01104 -0.81910
H -2.72834 -0.04909 0.89923
H -1.63734 2.10176 0.15096
H -0.75166 1.25096 1.40005
H 0.88241 1.96379 -0.23797
H -0.20677 1.50581 -1.55423
*
```

Output
Highest occupied orbital energy (alpha / beta) ... -8.8 / -9.0 eV
Orbital gap (alpha / beta) ... 9.38 / 7.10 eV
Calculated total energy ... -147520.75580 eV